This record from the OMol25 dataset describes a cluster of 13 separate species, C80H194N12O23 in total in a non-equilibrium geometry. The level of theory is the ωB97M-V functional and the def2-TZVPD basis.

Output
* spin multiplicity: 1
* energy above the lowest of the compared OMol25 structures with the same formula, charge and spin: 0.9851 eV
* HOMO energy: -7.9 eV
* HOMO-LUMO gap: 8.4099 eV
* molar mass: 1692.5 u

Structure (XYZ):
```
309
Properties=species:S:1:pos:R:3:forces:R:3
C 4.5605 7.6251 0.7514 -1.621 1.147 0.408
C 3.6105 6.8525 1.7413 2.195 1.123 -1.708
C 4.3696 6.7871 3.0870 -1.404 -0.530 0.100
C 3.3916 6.2205 4.1364 1.227 0.556 0.174
C 2.1670 7.1763 4.1826 -0.116 -1.204 -0.458
C 1.3901 7.2767 2.8279 -0.805 -0.320 0.011
N 2.3754 7.6210 1.7801 0.176 0.527 0.448
O 1.9055 7.8237 0.4233 -1.261 -1.312 1.501
C 0.5414 6.0167 2.5566 -0.477 1.172 1.794
C 0.3588 8.4143 2.9757 0.171 0.712 -0.355
C 3.4841 5.4590 1.1814 0.283 -1.587 0.520
H 4.9018 8.6014 1.1422 -0.318 -0.392 0.133
H 3.9852 7.8509 -0.1644 0.640 -0.350 0.290
H 5.4196 7.0437 0.5769 1.106 -0.824 -0.478
H 5.2435 6.1354 2.9609 -0.130 0.231 -0.004
H 4.6849 7.7759 3.3742 0.230 0.465 0.072
H 3.9177 6.1057 5.1241 -0.690 0.333 -0.685
H 3.2305 5.1926 3.7932 -0.814 0.191 0.358
H 2.4971 8.1973 4.4234 -0.044 -0.364 0.271
H 1.4544 6.7694 4.9267 0.207 0.597 -0.192
H 0.0654 6.1790 1.6331 -0.265 -0.312 -1.117
H 1.0953 5.1284 2.5950 0.684 -1.343 -0.199
H -0.2869 5.9315 3.3124 0.778 0.167 -0.540
H 0.9933 9.2849 3.0679 -0.062 0.666 0.022
H -0.2859 8.6095 2.0428 0.717 -0.660 1.575
H -0.1853 8.3326 3.9591 0.106 -0.132 -1.268
H 4.4686 4.9448 1.0586 -0.575 0.490 0.128
H 2.9614 5.3336 0.2423 -0.208 0.465 -0.364
H 2.9331 4.8576 1.9038 0.057 -0.307 -0.140
H 1.3051 7.0402 0.1979 0.586 0.960 -0.143
C 0.2720 2.6428 -4.6550 0.122 -0.688 0.283
C -1.1489 2.5368 -5.0928 -0.916 -1.861 -1.001
C -1.8424 1.4818 -4.1840 0.317 -0.536 -0.431
C -3.3465 1.5469 -4.1040 -0.851 0.488 2.836
C -3.7382 3.0290 -3.8930 1.605 0.433 1.964
C -3.2220 3.9882 -4.9723 -0.452 -0.695 0.566
N -1.7888 3.8111 -4.8679 0.408 1.364 -1.123
O -1.1857 4.7288 -5.7664 0.700 0.631 0.083
C -3.9066 3.6575 -6.3304 0.020 -0.012 0.951
C -3.5463 5.4697 -4.6464 0.481 -0.007 -1.246
C -1.1765 2.0264 -6.5810 -1.226 -1.055 0.416
H 0.5280 1.6143 -4.3630 0.495 0.426 0.312
H 0.2601 3.3668 -3.8543 0.669 -0.079 0.486
H 0.9391 2.9366 -5.4441 0.322 0.382 -0.315
H -1.5985 0.4667 -4.4910 0.403 -0.095 -0.504
H -1.3731 1.5232 -3.2055 -0.273 0.474 0.431
H -3.6719 0.9499 -3.1376 0.517 1.123 -2.000
H -3.8888 1.0955 -4.9215 0.098 -0.151 -0.442
H -3.2927 3.3668 -2.8334 -0.940 -0.604 -2.256
H -4.7695 3.2084 -3.8714 -1.829 -0.183 0.375
H -4.1988 2.6255 -6.4001 0.342 -0.626 -0.224
H -4.8511 4.1549 -6.2824 -0.677 0.626 -0.243
H -3.3959 3.9798 -7.2252 0.276 0.100 -0.182
H -3.0479 5.7972 -3.7394 0.016 -0.019 0.068
H -3.0989 6.0326 -5.5134 -0.675 -0.147 1.015
H -4.6312 5.6799 -4.5809 0.547 -0.306 -0.045
H -0.4599 1.1995 -6.7679 -0.452 0.222 0.608
H -0.8462 2.7519 -7.3125 -0.266 0.426 -0.190
H -2.2233 1.6422 -6.7955 1.329 0.487 -0.187
H -1.3482 4.4159 -6.6679 -0.086 -0.062 0.030
C 0.2213 -5.3358 2.0104 1.068 2.456 1.227
C -0.6700 -5.3935 3.2136 -0.609 -0.942 -0.616
O -1.6397 -4.3707 3.0695 0.086 0.232 0.085
H 1.0570 -4.6008 2.1643 -0.731 -0.381 -0.089
H -0.3731 -4.9320 1.2148 -0.174 -0.274 -0.882
H 0.7055 -6.2460 1.8479 0.454 -1.612 -0.719
H -0.1639 -5.3753 4.1519 0.640 0.544 0.739
H -1.1574 -6.3703 3.2244 -0.331 -0.130 -0.100
H -1.9609 -4.1580 3.9408 -0.287 0.255 0.391
C 1.9063 2.3945 0.2104 0.078 -0.639 1.287
O 1.9211 1.0826 0.7673 -0.137 -0.826 -0.304
C 3.0506 0.2613 0.3973 -0.271 0.915 1.397
C 2.7032 -1.1915 0.3346 -1.641 0.751 1.591
N 1.7335 -1.3758 -0.7181 1.978 -2.228 -1.762
C 0.3717 -1.1818 -0.4380 -1.384 1.534 0.051
C -0.4289 -1.5986 -1.6501 -1.376 0.251 0.123
O -0.4522 -3.0154 -1.6588 -0.273 -0.203 -0.397
C -1.7718 -3.4971 -1.4701 0.723 0.521 -1.281
H 1.8809 3.0748 1.0687 -0.219 0.224 -0.372
H 1.0707 2.5422 -0.4675 -0.226 -0.020 -0.068
H 2.8326 2.5332 -0.2899 0.818 0.545 -0.684
H 3.8448 0.4876 1.1228 -0.010 -0.272 -0.377
H 3.3765 0.4928 -0.5862 0.428 0.673 -0.981
H 2.1980 -1.4822 1.2906 0.700 -0.077 -0.128
H 3.6348 -1.7312 0.2089 -0.079 -0.451 -0.294
H 1.7577 -2.3679 -0.9744 0.487 0.259 -0.214
H 0.2002 -0.1110 -0.3401 -0.205 0.017 0.669
H 0.0768 -1.7606 0.4574 -0.335 0.334 -0.165
H 0.0617 -1.2325 -2.5616 0.052 -0.031 0.093
H -1.5082 -1.1808 -1.6784 1.605 -0.516 0.297
H -2.3695 -3.2330 -2.3382 -0.281 0.183 -0.207
H -2.2189 -3.0408 -0.6164 -0.411 -0.033 0.922
H -1.7179 -4.5544 -1.4657 -0.079 -1.108 0.557
C 0.4857 2.6498 4.2187 0.208 -1.068 0.395
O -0.1783 2.8189 5.4717 -0.841 0.124 -1.091
C -1.3405 3.6277 5.2216 0.910 0.231 1.931
C -2.0956 3.8280 6.5567 0.874 -0.129 -0.016
N -3.2089 4.7000 6.3158 -0.788 0.829 -0.742
C -3.9929 5.0093 7.4779 0.312 0.403 0.579
C -5.2111 5.8101 7.0723 -0.712 -0.767 -0.668
O -6.1232 6.0455 8.0966 -0.298 0.985 1.138
C -5.9457 7.2866 8.8445 -1.467 -0.661 -1.271
H -0.1994 2.5502 3.3486 0.221 0.025 0.568
H 1.1167 1.7515 4.2947 -0.245 0.224 -0.104
H 1.1478 3.4737 4.0685 0.470 0.826 -0.364
H -1.9627 3.1491 4.4862 -0.429 -0.095 -0.438
H -0.9730 4.6165 4.8703 -0.487 -0.354 -0.029
H -1.3843 4.2457 7.3082 -0.146 -0.226 -0.324
H -2.4706 2.8687 7.0022 0.285 0.663 -0.662
H -2.9775 5.6341 5.9540 0.618 -0.888 -0.297
H -3.4320 5.7050 8.1067 0.307 -0.266 0.779
H -4.1764 4.0701 8.0275 -0.471 0.558 -0.115
H -5.7083 5.3017 6.2507 -0.422 -0.561 0.118
H -4.9931 6.7491 6.5948 0.928 0.724 -0.097
H -5.5520 7.0735 9.8245 0.224 0.142 0.281
H -6.9344 7.7818 8.8850 0.210 -0.584 0.483
H -5.3940 8.0264 8.2831 0.891 -0.072 -0.121
C 3.9560 2.4785 6.2735 1.741 -0.298 0.108
O 5.1062 2.4116 5.3554 -0.869 0.814 1.142
C 4.7487 2.5155 4.0087 -0.831 0.973 0.206
C 5.8878 2.9067 3.0953 0.520 -1.981 0.766
N 5.5659 2.3537 1.7853 1.613 2.612 -0.244
C 6.7868 2.4600 0.9605 -0.969 0.014 -0.334
C 6.5542 1.7432 -0.3454 -0.021 1.138 -0.484
O 6.1127 0.4376 -0.2021 -0.571 -0.833 0.517
C 5.8954 -0.1393 -1.4650 -1.039 -0.622 -0.897
H 3.3172 3.3748 6.1723 0.400 -0.322 -0.326
H 4.4675 2.4892 7.2465 -0.432 0.197 -0.143
H 3.3730 1.5569 6.2465 -0.213 0.056 -0.375
H 3.9747 3.2875 3.8564 -0.122 -0.272 0.203
H 4.3126 1.5645 3.7480 -0.148 -0.327 -0.722
H 6.8373 2.4475 3.4767 -0.484 0.259 -0.029
H 6.0671 3.9490 3.0517 -0.072 1.206 -0.053
H 5.4140 1.4200 2.0031 -0.347 -2.282 -0.216
H 7.6847 2.1244 1.4989 -0.077 -0.179 -0.098
H 6.9581 3.5154 0.6618 -0.125 -0.390 0.423
H 7.4987 1.7560 -0.8913 0.118 0.101 -0.428
H 5.7757 2.3217 -0.9114 0.589 -0.281 0.221
H 6.8668 -0.4719 -1.8559 -0.254 -0.015 -0.300
H 5.4267 0.6118 -2.1637 0.527 -0.577 0.485
H 5.1652 -1.0225 -1.4558 1.162 1.114 0.476
C -2.7827 -2.4542 -4.9259 -0.384 1.533 -0.639
O -3.5432 -1.6642 -4.0289 0.773 -0.124 0.567
C -4.9231 -1.5749 -4.2758 0.127 -0.787 1.903
C -5.6554 -2.8759 -4.0384 -0.253 -0.270 0.545
N -5.4630 -3.2344 -2.6236 0.758 -0.228 0.134
C -5.8990 -4.6127 -2.2806 1.211 0.019 0.592
C -5.6436 -4.9431 -0.7518 -0.147 1.072 -1.147
O -4.2319 -4.9965 -0.5612 -0.268 -0.054 0.335
C -3.9782 -4.6942 0.8077 0.564 -0.779 -0.066
H -1.7485 -2.3889 -4.5844 -0.100 -0.186 -0.042
H -2.8539 -1.9725 -5.9424 0.134 -0.738 0.588
H -3.1444 -3.4715 -4.9345 0.136 -0.491 -0.236
H -5.0882 -1.2767 -5.2626 -0.458 1.022 -1.692
H -5.2725 -0.8937 -3.4861 -0.081 0.218 -0.741
H -5.2366 -3.6646 -4.6660 -0.184 -0.184 -0.415
H -6.7129 -2.7325 -4.3032 0.175 -0.136 0.200
H -4.4243 -3.3258 -2.6194 -0.902 0.435 0.716
H -5.2402 -5.2114 -2.9323 -0.511 -0.837 0.479
H -6.9316 -4.8056 -2.5394 -0.308 0.188 -0.052
H -6.0979 -5.9204 -0.4500 0.126 0.790 -0.209
H -6.0399 -4.0661 -0.1237 0.136 -1.283 -0.848
H -4.2909 -3.6672 0.9413 -0.260 0.254 0.726
H -2.9191 -4.7710 1.0730 -0.062 0.118 -0.551
H -4.4637 -5.4398 1.4668 -0.234 0.579 -0.155
C 1.0439 -3.3258 -6.3847 1.453 -0.402 -1.203
O 1.4524 -4.3669 -5.4783 -0.694 2.119 0.155
C 0.8623 -4.1202 -4.1599 -1.774 -1.197 -2.119
C 1.1429 -5.3896 -3.4647 0.696 -0.479 2.468
N 2.5535 -5.5407 -3.1321 1.468 -0.759 -2.079
C 3.1626 -4.5046 -2.3469 -0.151 -1.713 1.262
C 4.6261 -4.7842 -2.1422 0.099 -1.956 1.942
O 5.1663 -3.8636 -1.1837 -0.476 -0.329 -1.316
C 6.5328 -4.1306 -0.9813 -0.043 0.618 -0.341
H 1.1200 -3.6766 -7.4398 0.188 -0.228 0.733
H 1.6934 -2.4199 -6.3619 -0.424 -0.488 0.512
H 0.0091 -3.0782 -6.2800 -0.770 0.323 0.473
H -0.2283 -4.0490 -4.3164 0.043 -0.094 -0.045
H 1.0633 -3.2041 -3.6404 1.118 0.519 0.061
H 0.8768 -6.2454 -4.0705 -0.187 -0.028 -0.374
H 0.5914 -5.5208 -2.5014 0.107 0.486 -0.639
H 3.1057 -5.5590 -4.0102 -0.692 -0.183 0.389
H 2.6466 -4.6663 -1.4158 -0.086 0.955 0.979
H 3.1003 -3.5176 -2.7128 -0.588 1.448 -0.471
H 5.1176 -4.7762 -3.1019 0.582 0.302 -0.419
H 4.7909 -5.8488 -1.6894 -0.456 1.512 -0.882
H 6.6759 -5.2038 -0.8629 0.181 -0.144 0.488
H 6.7435 -3.5374 -0.0848 0.704 -0.374 -0.251
H 7.1611 -3.8470 -1.8670 -0.407 0.138 0.680
C 4.2618 -5.5610 -9.0934 0.937 -0.639 -0.078
O 5.2391 -4.7245 -8.4586 -1.063 0.069 -1.104
C 5.9326 -5.3879 -7.4626 -0.195 0.348 0.687
C 5.2149 -5.4827 -6.1134 0.318 -3.029 -0.095
N 4.6349 -4.3317 -5.6035 -0.011 2.777 0.647
C 5.5809 -3.1983 -5.4509 -0.760 -0.150 1.007
C 4.9547 -2.1196 -4.5680 0.949 1.443 -0.893
O 3.9326 -1.4162 -5.3125 -0.607 -0.544 1.876
C 3.3767 -0.4038 -4.4115 0.954 -0.407 -1.218
H 3.4526 -5.7968 -8.4260 -0.770 0.370 0.382
H 4.6456 -6.6083 -9.3234 0.128 1.314 -0.178
H 3.9259 -5.0309 -9.9941 0.040 -0.353 0.330
H 6.8464 -4.8666 -7.2790 0.645 0.857 -0.002
H 6.2619 -6.3075 -7.8697 0.189 -1.622 0.003
H 5.9911 -5.8297 -5.4090 -0.080 0.019 -0.044
H 4.4320 -6.2812 -6.0376 0.561 0.359 -0.572
H 3.8631 -4.0157 -6.1744 -0.246 -0.051 0.032
H 5.8425 -2.7122 -6.3966 0.330 -0.266 -0.020
H 6.4666 -3.5867 -4.8953 -0.333 0.295 -0.618
H 5.7312 -1.3063 -4.3633 -0.520 -1.122 0.126
H 4.5990 -2.5347 -3.6149 -0.096 0.194 -0.285
H 2.5208 0.0245 -4.9102 -0.189 0.217 -0.255
H 4.1985 0.3402 -4.3653 -0.702 -0.003 0.669
H 3.0248 -0.7874 -3.4357 0.523 -0.011 -0.279
C 0.3072 -2.0710 10.3868 -0.490 -0.662 -0.740
O 0.0870 -1.5112 9.1191 -0.244 0.605 -0.154
C -1.1008 -1.9979 8.4629 0.144 2.629 0.533
C -1.1828 -1.2322 7.1375 0.287 1.103 3.035
N -0.0571 -1.5281 6.3373 1.164 0.077 -1.709
C 0.0299 -0.5911 5.1896 0.343 -0.743 0.350
C 1.1619 -1.0035 4.2302 0.113 1.871 0.554
O 2.3578 -0.6083 4.8943 0.324 0.227 -0.600
C 3.4682 -0.7628 4.0030 -1.411 -2.683 1.135
H 1.2072 -1.7234 10.8462 0.829 0.226 -0.245
H 0.2884 -3.1499 10.2980 0.389 -0.545 0.138
H -0.4657 -1.8317 11.0709 -1.168 0.469 0.741
H -2.0160 -1.7967 9.0526 0.377 0.032 0.017
H -0.9682 -3.0153 8.3830 0.013 -2.597 -0.617
H -1.1516 -0.1711 7.5129 -0.134 -0.304 -0.421
H -2.1748 -1.3324 6.7300 -0.131 -0.514 -0.861
H 0.8224 -1.3681 6.8604 -0.967 -0.351 -0.054
H 0.1395 0.4381 5.6067 0.290 -0.491 -0.677
H -0.9053 -0.5933 4.6569 -0.523 -0.194 -0.217
H 1.1050 -0.4775 3.2564 -0.209 0.225 0.336
H 1.2597 -2.0352 3.9434 -0.538 -0.934 0.347
H 3.2378 -0.2614 3.0744 0.414 0.204 -0.350
H 3.5740 -1.8979 3.8653 0.116 1.399 -0.411
H 4.3150 -0.4484 4.5605 0.924 0.619 0.028
C 3.2127 4.6497 -2.8488 0.220 0.045 0.489
O 1.8525 5.0288 -2.7173 0.703 -0.654 -0.381
C 1.6032 6.4142 -2.7595 0.435 -0.075 0.177
C 0.1676 6.5237 -2.3071 0.356 1.722 0.975
N -0.0250 6.1943 -0.8571 -0.824 0.945 -0.815
C -1.3794 6.5085 -0.3122 0.166 -0.245 -1.247
C -2.4774 5.5320 -0.7668 0.248 0.489 -1.280
O -2.4213 4.1957 -0.3355 0.394 0.726 -0.153
C -2.4625 4.1724 1.0579 1.547 -1.631 0.638
H 3.2685 3.5378 -2.8577 -0.137 0.783 -0.303
H 3.7571 4.9830 -1.9460 0.039 -0.025 -0.273
H 3.7139 5.1104 -3.7309 -0.425 -0.435 0.321
H 1.6998 6.8393 -3.7767 -0.135 -0.386 0.051
H 2.3600 6.9759 -2.1605 -0.700 -0.335 0.151
H -0.4459 6.0371 -3.0461 -0.452 -0.878 -0.005
H -0.0757 7.5776 -2.4326 -0.221 0.287 0.272
H 0.0749 5.2170 -0.7380 0.411 -1.309 0.000
H -1.6951 7.4999 -0.6449 0.150 0.020 -0.188
H -1.2903 6.5940 0.7470 -0.241 -0.094 0.710
H -2.3828 5.4756 -1.8493 -0.030 -0.044 -0.166
H -3.4690 5.9609 -0.5931 -0.099 0.032 0.403
H -2.8062 3.1751 1.3227 -0.098 -0.002 0.278
H -3.1070 4.9231 1.4356 -0.841 0.789 0.575
H -1.4410 4.3030 1.5193 -0.782 0.013 -0.382
C -3.3967 -9.9213 4.7880 -0.205 0.810 -2.797
O -2.4428 -9.7450 3.6857 -0.922 0.446 0.827
C -2.8326 -8.6846 2.7912 -0.646 0.035 0.268
C -1.8096 -8.6357 1.6545 -1.567 -0.518 0.005
N -2.3021 -7.7708 0.5606 0.315 -1.111 0.294
C -1.7126 -8.0249 -0.7579 -0.904 -1.596 0.425
C -0.2116 -7.9024 -0.9362 -1.005 0.159 1.383
O 0.5689 -8.9737 -0.4277 -0.815 -0.219 -1.217
C 1.8677 -8.8201 -0.9836 0.066 -0.641 1.463
H -3.5686 -8.9959 5.2790 0.132 1.106 0.636
H -3.0682 -10.6323 5.4960 0.586 -0.936 0.359
H -4.3737 -10.1698 4.3461 0.194 -0.416 0.204
H -2.9593 -7.7111 3.3188 0.448 -0.398 0.023
H -3.8388 -8.8419 2.3486 0.372 -0.397 0.147
H -1.7405 -9.7024 1.3739 0.323 0.631 -0.431
H -0.8862 -8.2952 2.0594 1.123 0.028 0.206
H -2.1565 -6.8233 0.8560 0.063 0.551 -0.167
H -2.2310 -7.3737 -1.4719 0.269 0.109 0.105
H -2.0131 -9.0720 -1.0539 0.256 0.858 0.266
H 0.0859 -7.0525 -0.3233 0.245 0.842 -0.617
H -0.1202 -7.7729 -2.0037 0.788 0.181 -0.410
H 2.2994 -9.8276 -1.0774 0.136 0.476 0.161
H 2.4057 -8.1745 -0.2716 0.496 -0.242 -0.462
H 1.8153 -8.3425 -1.9388 0.208 0.269 -0.706
C -1.5313 0.0342 1.9235 -0.870 0.645 0.574
O -2.4590 0.5840 0.9699 1.504 -0.591 -0.031
C -3.5066 -0.3258 0.7961 -2.014 0.937 0.937
C -4.4566 0.1576 -0.3440 0.429 -0.244 0.428
N -5.6526 -0.7410 -0.3477 0.899 -0.179 -0.961
C -6.7161 -0.1359 -1.1018 -0.020 2.397 0.457
C -7.9690 -0.9264 -1.0598 0.134 -1.397 -1.596
O -8.9717 -0.1378 -1.6215 -1.565 -0.330 0.058
C -10.2253 -0.8514 -1.7427 2.278 -1.057 0.094
H -0.5973 0.6036 1.9983 -0.355 0.030 -0.407
H -1.3213 -1.0082 1.7337 0.186 -0.309 -0.364
H -2.0299 0.0377 2.9034 0.099 0.173 0.061
H -4.0616 -0.3926 1.7807 0.037 0.180 -0.890
H -3.1916 -1.3576 0.6537 0.428 -0.177 -0.561
H -3.8686 0.0958 -1.2852 -0.347 -0.010 0.241
H -4.7441 1.2658 -0.2518 0.253 -1.692 0.265
H -5.4724 -1.5667 -0.9593 0.568 0.333 0.932
H -6.4206 0.0681 -2.1577 -0.333 -0.118 0.355
H -6.9395 0.8743 -0.6701 0.144 -0.664 -0.239
H -8.2453 -1.3350 -0.1005 0.078 0.185 0.752
H -7.7967 -1.8133 -1.7264 -0.220 0.203 0.418
H -10.8141 -0.8728 -0.8418 -0.410 0.659 0.323
H -10.0427 -1.9198 -1.9602 0.257 0.186 0.027
H -10.6471 -0.4802 -2.6279 -1.291 0.828 -0.756
```
Forces are in eV/Å.